# 1
Molecular formula: H4N4
Method: DFT, ωB97M-V/def2-TZVPD

Geometry as XYZ:
```
8
Properties=species:S:1:pos:R:3:mulliken_charge:R:1
N 0.76 0.71 0.00 -0.205
N -0.75 0.78 -0.03 -0.239
N -0.80 -0.76 -0.14 -0.285
N 0.74 -0.67 0.11 -0.225
H 1.09 1.07 -0.80 0.212
H -1.06 1.23 0.83 0.249
H -1.12 -1.24 0.67 0.263
H 1.14 -1.12 -0.64 0.230
```

## Properties
energy above the lowest of the compared OMol25 structures with the same formula, charge and spin: 121.1 kcal/mol
SMILES: N1NNN1
highest occupied orbital energy: -7.81 eV
Kohn-Sham gap: 0.3411 Eh
charge: 0
LUMO energy: 1.47 eV

***

# 2
Molecular formula: H4N4O
Method: DFT, ωB97M-V/def2-TZVPD

Geometry as XYZ:
```
9
Properties=species:S:1:pos:R:3:mulliken_charge:R:1
N 1.68 0.01 0.39 -0.483
N 0.64 -0.61 -0.43 -0.233
N -0.61 0.05 -0.46 0.133
N -1.64 -0.15 0.35 0.050
O -2.62 0.37 -0.05 -0.456
H 1.65 0.89 0.03 0.258
H 1.44 0.20 1.37 0.254
H 0.43 -1.56 -0.13 0.300
H -0.95 0.80 -1.08 0.177
```

## Properties
energy above the lowest of the compared OMol25 structures with the same formula, charge and spin: 15.2 kcal/mol
SMILES: NNNN=O
highest occupied orbital energy: -9.53 eV
Kohn-Sham gap: 0.3828 Eh
charge: 0
LUMO energy: 0.89 eV

***

# 3
Molecular formula: H4N4O2
Method: DFT, ωB97M-V/def2-TZVPD

Geometry as XYZ:
```
10
Properties=species:S:1:pos:R:3:mulliken_charge:R:1
N -1.62 -0.32 -0.30 -0.318
N -0.78 0.06 0.68 -0.305
N 0.55 0.76 0.35 -0.347
N 1.59 -0.02 0.04 1.221
O 1.45 -1.17 0.24 -0.630
O 2.56 0.50 -0.36 -0.634
H -2.25 0.39 -0.72 0.244
H -1.35 -0.97 -0.91 0.191
H -0.55 -0.68 1.31 0.317
H 0.40 1.44 -0.33 0.260
```

## Properties
energy above the lowest of the compared OMol25 structures with the same formula, charge and spin: 20.9 kcal/mol
SMILES: NNN[N+](=O)[O-]
highest occupied orbital energy: -10.03 eV
Kohn-Sham gap: 0.3950 Eh
charge: 0
LUMO energy: 0.72 eV

***

# 4
Molecular formula: H4N4O2
Method: DFT, ωB97M-V/def2-TZVPD

Geometry as XYZ:
```
10
Properties=species:S:1:pos:R:3:mulliken_charge:R:1
N -2.13 -0.93 0.04 -0.233
N -0.82 -0.79 0.08 -0.223
N -0.24 0.26 -0.04 0.106
O -1.03 1.44 -0.23 -0.495
H -2.74 -0.13 -0.05 0.247
H -2.50 -1.84 0.21 0.230
H -0.38 2.15 -0.21 0.349
N 3.38 0.24 -0.22 -0.024
O 4.13 -0.45 0.42 -0.239
H 2.35 0.05 0.00 0.281
```

## Properties
energy above the lowest of the compared OMol25 structures with the same formula, charge and spin: 17.1 kcal/mol
SMILES: N/N=N\O.N=O
highest occupied orbital energy: -9.08 eV
Kohn-Sham gap: 0.3376 Eh
charge: 0
LUMO energy: 0.11 eV

***

# 5
Molecular formula: H4N5P3
Method: DFT, ωB97M-V/def2-TZVPD

Geometry as XYZ:
```
12
Properties=species:S:1:pos:R:3:mulliken_charge:R:1
N 2.65 -0.59 0.43 -0.423
N 0.69 -2.25 1.95 -0.568
N 0.97 0.89 -1.03 -0.358
N -1.13 0.77 1.07 -0.569
N -1.40 0.03 -1.35 -0.665
P 2.48 0.72 -0.61 0.182
P 1.33 -1.31 1.00 0.559
P -0.19 0.03 -0.19 0.699
H -1.82 1.40 0.64 0.270
H -0.69 1.14 1.86 0.258
H -0.89 -0.05 -2.25 0.340
H -2.00 -0.78 -1.51 0.274
```

## Properties
energy above the lowest of the compared OMol25 structures with the same formula, charge and spin: 29.6 kcal/mol
highest occupied orbital energy: -8.79 eV
Kohn-Sham gap: 0.2860 Eh
charge: 0
LUMO energy: -1.01 eV

***

# 6
Molecular formula: H4NO2P2
Method: DFT, ωB97M-V/def2-TZVPD

Geometry as XYZ:
```
9
Properties=species:S:1:pos:R:3:mulliken_charge:R:1
N -0.34 0.95 -0.71 -0.695
P -0.66 -0.53 0.14 0.804
O -1.62 -1.34 -0.58 -0.683
O -1.02 -0.36 1.57 -0.739
P 1.49 -1.04 0.08 -0.224
H -0.41 1.73 -0.07 0.218
H -1.04 1.00 -1.43 0.247
H 1.94 -0.74 1.39 0.015
H 1.66 0.31 -0.39 0.057
```

## Properties
energy above the lowest of the compared OMol25 structures with the same formula, charge and spin: 16.1 kcal/mol
SMILES: N[P@](=O)([O-])P
highest occupied orbital energy: -4.16 eV
Kohn-Sham gap: 0.3182 Eh
charge: -1
LUMO energy: 4.50 eV

***

# 7
Molecular formula: H4NO2P2
Method: DFT, ωB97M-V/def2-TZVPD

Geometry as XYZ:
```
9
Properties=species:S:1:pos:R:3:mulliken_charge:R:1
N -0.74 0.40 -1.26 -0.709
O 1.35 1.81 -0.47 -0.624
O 0.73 -0.27 0.78 -0.474
P -0.33 -1.73 1.05 -0.309
P 0.29 0.93 -0.02 0.687
H -0.02 -0.02 -1.97 0.301
H -1.01 -0.49 -0.85 0.219
H 0.48 -2.20 2.10 -0.114
H -0.75 1.56 0.63 0.023
```

## Properties
energy above the lowest of the compared OMol25 structures with the same formula, charge and spin: 36.6 kcal/mol
highest occupied orbital energy: -2.30 eV
Kohn-Sham gap: 0.2490 Eh
charge: -1
LUMO energy: 4.48 eV

***

# 8
Molecular formula: H4NO2PS
Method: DFT, ωB97M-V/def2-TZVPD

Geometry as XYZ:
```
9
Properties=species:S:1:pos:R:3:mulliken_charge:R:1
N -0.62 1.09 0.67 -0.563
O -0.91 -0.97 -1.05 -0.475
O 1.07 -0.75 1.27 -0.445
P 0.82 0.55 0.42 0.711
S 2.61 1.30 0.00 -0.327
H -0.93 2.01 0.24 0.258
H -0.79 -0.68 -1.99 0.315
H 0.33 -1.20 1.68 0.357
H -1.59 -1.36 -1.24 0.169
```

## Properties
energy above the lowest of the compared OMol25 structures with the same formula, charge and spin: 79.9 kcal/mol
highest occupied orbital energy: -9.16 eV
Kohn-Sham gap: 0.3262 Eh
charge: 0
LUMO energy: -0.29 eV

***

# 9
Molecular formula: H4NO2SSi
Method: DFT, ωB97M-V/def2-TZVPD

Geometry as XYZ:
```
9
Properties=species:S:1:pos:R:3:mulliken_charge:R:1
N -3.37 0.83 0.50 -0.531
O 3.09 -0.81 -0.16 -0.613
O 5.13 0.59 -0.30 -0.614
Si -2.60 -0.56 0.18 0.414
S 3.76 0.46 0.32 0.226
H 3.06 1.52 -0.63 0.000
H -4.36 0.78 0.32 0.219
H -1.26 -0.95 -0.28 -0.019
H -3.45 -1.86 0.06 -0.083
```

## Properties
energy above the lowest of the compared OMol25 structures with the same formula, charge and spin: 75.6 kcal/mol
highest occupied orbital energy: -3.08 eV
Kohn-Sham gap: 0.1853 Eh
charge: -1
LUMO energy: 1.96 eV

***

# 10
Molecular formula: H4NO2SSi
Method: DFT, ωB97M-V/def2-TZVPD

Geometry as XYZ:
```
9
Properties=species:S:1:pos:R:3:mulliken_charge:R:1
N 0.28 1.06 0.37 -0.552
O 0.70 -0.97 -0.35 -0.369
O 2.37 0.54 -1.01 -0.585
Si -0.84 -0.35 -0.18 0.605
S 1.67 0.19 0.21 0.467
H 0.16 1.07 1.41 0.232
H -1.39 -0.71 1.14 -0.231
H -1.71 0.74 -0.71 -0.237
H -1.24 -1.57 -0.89 -0.329
```

## Properties
energy above the lowest of the compared OMol25 structures with the same formula, charge and spin: 19.1 kcal/mol
highest occupied orbital energy: -4.76 eV
Kohn-Sham gap: 0.3116 Eh
charge: -1
LUMO energy: 3.72 eV